A molecular structure, C4H8BrIO3S in a non-equilibrium geometry, computed with wB97M-V/def2-TZVPD.

Element x y z (Å)
C  -1.76  -0.46  -0.74
C  1.02  0.24  2.17
C  -0.34  -0.91  -0.80
C  0.63  0.31  -0.87
O  -0.75  1.86  0.93
O  1.70  2.27  0.69
O  -0.12  -1.77  -1.91
S  0.59  1.33  0.75
Br  2.54  -0.33  -0.69
I  0.36  1.78  -2.30
H  -2.03  -0.06  -1.81
H  -1.92  0.18  0.02
H  -2.48  -1.29  -0.62
H  2.04  0.02  1.78
H  1.06  1.00  2.93
H  0.37  -0.59  2.31
H  0.06  -1.32  0.17
H  -0.96  -2.27  -2.00

Values from the calculation:
* E_LUMO (alpha / beta): 0.014 / -0.147 hartree
* DFT total energy: -99392.315 eV
* expectation value of S²: 2.0087
* F_max: 5.4 eV/A
* charge: 0
* Kohn-Sham gap (alpha / beta): 6.17 / 5.95 eV
* 2S+1: 3

natural (NBO) atomic charge list, values in e, 5 entries:
1 C -0.6411
2 C -0.8385
3 C -0.0047
4 C -0.6409
5 O -0.9614